{"formula": "C4H8NS2", "method": "ωB97M-V/def2-TZVPD", "e_above_lowest_ev": 1.336, "total_charge": 1, "smiles": "C=C1C[NH2+][C@@H](S)S1", "homo_energy_ha": -0.475, "lumo_energy_ev": -3.609, "mol_weight_g_mol": 134.2, "total_energy_ha": -1008.022661, "elements": ["C", "C", "C", "N", "C", "S", "S", "H", "H", "H", "H", "H", "H", "H", "H"], "coordinates": [[-1.163, 1.310, 1.830], [-0.526, 0.504, 0.992], [-1.114, -0.105, -0.271], [-0.024, -0.893, -0.990], [1.348, -0.531, -0.329], [2.217, 0.763, -1.217], [0.921, -0.258, 1.421], [-0.825, 1.532, 2.882], [-2.258, 1.537, 1.847], [-1.910, -0.681, 0.110], [-1.580, 0.581, -0.971], [-0.188, -1.925, -0.922], [0.133, -0.566, -2.039], [1.992, -1.353, -0.428], [2.976, 0.086, -1.914]], "nbo_charge": [-0.35, -0.27, -0.27, -0.56, -0.36, 0.09, 0.42, 0.24, 0.23, 0.26, 0.26, 0.46, 0.47, 0.25, 0.12]}